13 unconnected molecules or ions with the total composition C25H60O17 at a distorted geometry. Source: the Open Molecules 2025 dataset; level of theory: ωB97M-V/def2-TZVPD.

Total energy (eV): -61702.794
ΔE to the lowest compared entry with this formula, charge and spin (kcal per mole): 0.0
Spin multiplicity: 1
Highest occupied orbital energy (eV): -9.986
Net charge: 0
Gap between HOMO and LUMO (eV): 10.21

Atoms and positions in Å:
C: -0.17 4.20 0.70
O: 0.57 4.21 1.86
H: -1.21 4.53 0.83
H: 0.26 4.83 -0.08
H: -0.22 3.19 0.27
H: 0.07 3.65 2.47
C: -0.49 2.88 -4.36
O: -1.28 3.90 -3.71
H: -0.90 1.90 -4.07
H: -0.67 2.94 -5.43
H: 0.58 2.90 -4.12
H: -0.82 4.72 -3.92
C: -2.24 -2.90 -1.47
O: -2.28 -2.36 -0.18
H: -1.42 -2.49 -2.07
H: -2.13 -3.99 -1.45
H: -3.15 -2.68 -2.02
H: -1.90 -1.48 -0.15
C: -3.46 3.32 -1.41
O: -2.10 2.92 -1.35
H: -3.61 4.40 -1.33
H: -3.90 2.97 -2.34
H: -4.01 2.82 -0.62
H: -1.73 3.22 -2.21
C: 1.01 -4.41 -0.46
O: 1.85 -3.26 -0.37
H: 0.22 -4.24 -1.17
H: 1.60 -5.30 -0.74
H: 0.57 -4.62 0.52
H: 2.73 -3.52 -0.06
C: 0.06 0.15 -0.26
O: -1.32 0.25 -0.60
H: 0.41 -0.88 -0.36
H: 0.55 0.76 -1.04
H: 0.31 0.59 0.72
H: -1.54 1.19 -0.65
C: 2.70 1.96 2.78
O: 2.32 2.14 1.42
H: 3.15 0.98 2.93
H: 3.41 2.71 3.15
H: 1.78 2.00 3.38
H: 1.71 2.88 1.44
C: -2.39 2.51 2.63
O: -1.10 2.12 3.03
H: -2.59 3.49 3.05
H: -2.48 2.56 1.54
H: -3.13 1.83 3.06
H: -0.94 2.04 3.97
C: -2.83 -0.14 -4.15
O: -3.67 -1.25 -4.38
H: -1.97 -0.20 -4.81
H: -3.40 0.79 -4.30
H: -2.47 -0.15 -3.11
H: -4.52 -0.98 -4.02
O: -3.28 -1.02 5.19
C: -3.72 -0.82 4.13
O: -4.87 -0.13 3.98
C: -5.27 -0.10 2.59
C: -4.16 -0.66 1.69
C: -3.12 -1.20 2.74
H: -5.48 0.94 2.36
H: -6.22 -0.64 2.51
H: -3.73 0.10 1.05
H: -4.55 -1.43 1.03
H: -2.15 -0.72 2.65
H: -2.97 -2.27 2.75
O: 2.85 -3.01 5.98
C: 1.96 -2.63 5.34
O: 0.85 -3.37 5.02
C: -0.12 -2.53 4.34
C: 0.66 -1.42 3.71
C: 1.73 -1.18 4.80
H: -0.84 -2.12 5.05
H: -0.66 -3.16 3.62
H: 0.10 -0.54 3.41
H: 1.19 -1.83 2.83
H: 1.47 -0.58 5.68
H: 2.68 -0.76 4.46
O: 7.14 -0.25 -1.59
C: 6.14 -0.29 -1.02
O: 4.90 -0.35 -1.61
C: 3.82 -0.37 -0.65
C: 4.49 -0.89 0.60
C: 5.89 -0.27 0.51
H: 3.03 -1.01 -1.05
H: 3.46 0.65 -0.64
H: 4.55 -1.99 0.58
H: 3.93 -0.61 1.47
H: 6.71 -0.81 0.99
H: 5.85 0.79 0.76
O: 0.94 0.69 -5.94
C: 1.32 -0.12 -5.16
O: 0.47 -0.82 -4.34
C: 1.28 -1.72 -3.49
C: 2.67 -1.79 -4.09
C: 2.78 -0.49 -4.86
H: 0.66 -2.64 -3.49
H: 1.19 -1.30 -2.49
H: 2.67 -2.62 -4.82
H: 3.42 -1.98 -3.33
H: 3.25 -0.70 -5.81
H: 3.27 0.38 -4.43

Atom charges from the Löwdin analysis, given in e for atoms 1 to 99:
1 C -0.1842
2 O -0.1084
3 H 0.0823
4 H 0.0976
5 H 0.0681
6 H 0.0529
7 C -0.1128
8 O -0.1306
9 H 0.0672
10 H 0.0859
11 H 0.0924
12 H 0.0993
13 C -0.1708
14 O -0.1234
15 H 0.0711
16 H 0.0822
17 H 0.0685
18 H 0.0240
19 C -0.1325
20 O -0.1649
21 H 0.0890
22 H 0.0763
23 H 0.0683
24 H 0.0306
25 C -0.1303
26 O -0.1434
27 H 0.0513
28 H 0.0894
29 H 0.0805
30 H 0.0713
31 C -0.1228
32 O -0.1526
33 H 0.0675
34 H 0.0858
35 H 0.0719
36 H 0.0369
37 C -0.1400
38 O -0.1362
39 H 0.0522
40 H 0.0856
41 H 0.0681
42 H 0.0144
43 C -0.1186
44 O -0.1265
45 H 0.0910
46 H 0.0771
47 H 0.0751
48 H 0.0990
49 C -0.1757
50 O -0.1190
51 H 0.0677
52 H 0.0812
53 H 0.0673
54 H 0.0778
55 O 0.1338
56 C -0.5138
57 O 0.0207
58 C -0.1500
59 C -0.1300
60 C -0.0439
61 H 0.1136
62 H 0.1237
63 H 0.0883
64 H 0.1055
65 H 0.0979
66 H 0.1127
67 O 0.1608
68 C -0.4946
69 O 0.0212
70 C -0.1690
71 C -0.1549
72 C -0.0675
73 H 0.1172
74 H 0.1260
75 H 0.0903
76 H 0.1233
77 H 0.1286
78 H 0.1016
79 O 0.1728
80 C -0.5013
81 O -0.0127
82 C -0.1537
83 C -0.1474
84 C -0.0521
85 H 0.0911
86 H 0.1210
87 H 0.1178
88 H 0.0910
89 H 0.1283
90 H 0.1300
91 O 0.1083
92 C -0.4692
93 O -0.0057
94 C -0.1300
95 C -0.1383
96 C -0.0640
97 H 0.1273
98 H 0.0859
99 H 0.1261



A molecular structure, C2H3FLiOZn at a distorted geometry. Source: the Open Molecules 2025 dataset; level of theory: ωB97M-V/def2-TZVPD.

Total energy (eV): -55497.596
Spin multiplicity: 1
Highest occupied orbital energy (spin up / spin down) (eV): -13.400 / -12.563
Net charge: +1
Gap between HOMO and LUMO (spin up / spin down) (eV): 7.57 / 7.14

Atoms and positions in Å:
H: -0.24 -2.38 -0.50
C: -1.04 -0.54 0.04
C: -0.17 0.63 -0.21
O: 1.12 0.35 0.27
Li: 0.83 -1.50 0.85
Zn: 2.56 1.24 0.23
F: -2.27 -0.15 0.35
H: -0.60 1.53 0.27
H: -0.19 0.82 -1.30

In elementary charge units, the natural (NBO) charges are:
1 H -0.1081
2 C 0.4503
3 C -0.2899
4 O -1.1455
5 Li 0.9337
6 Zn 0.9501
7 F -0.2725
8 H 0.2364
9 H 0.2455



Which value of net charge does entry 1 give? 0



Look up the spin multiplicity of the first one. 1



Look up the total energy of the first one. -61702.794 eV